(1)
Molecular formula: C19H19ClN4OS
Method: DFT, wB97M-V/def2-TZVPD

Each line ends with the Löwdin charge.
Geometry (Å):
C (1.633, -0.788, 2.755)  -0.05
H (0.552, -0.776, 2.866)  0.06
H (1.973, 0.211, 2.486)  0.06
C (2.041, -1.798, 1.688)  -0.19
N (1.505, -1.440, 0.400)  0.00
C (2.002, -0.539, -0.506)  -0.29
N (1.209, -0.412, -1.521)  0.19
N (0.163, -1.230, -1.285)  -0.11
C (0.304, -1.872, -0.099)  -0.75
S (-0.747, -2.941, 0.592)  0.68
C (-0.921, -1.358, -2.213)  -0.04
H (-0.536, -1.166, -3.216)  0.14
H (-1.315, -2.377, -2.143)  0.12
C (-2.070, -0.357, -1.947)  -0.44
O (-2.459, 0.391, -2.813)  0.08
N (-2.542, -0.442, -0.685)  0.14
C (-3.571, 0.323, -0.106)  -0.17
C (-4.561, 0.911, -0.883)  -0.01
C (-5.574, 1.637, -0.284)  -0.08
C (-5.610, 1.774, 1.092)  -0.09
C (-4.619, 1.193, 1.864)  -0.05
C (-3.587, 0.468, 1.287)  -0.21
C (-2.504, -0.124, 2.139)  -0.06
H (-2.497, -1.213, 2.076)  0.05
H (-2.649, 0.152, 3.181)  0.08
H (-1.527, 0.243, 1.819)  0.08
H (-4.641, 1.309, 2.938)  0.11
H (-6.402, 2.335, 1.564)  0.10
H (-6.339, 2.091, -0.897)  0.10
H (-4.527, 0.803, -1.954)  0.10
H (-2.129, -1.144, -0.077)  0.03
C (3.269, 0.173, -0.319)  -0.19
C (4.483, -0.494, -0.434)  -0.02
C (5.673, 0.186, -0.252)  -0.07
C (5.659, 1.539, 0.048)  -0.07
C (4.458, 2.216, 0.169)  -0.09
C (3.267, 1.533, -0.012)  -0.60
Cl (1.760, 2.359, 0.165)  0.73
H (4.438, 3.268, 0.406)  0.11
H (6.587, 2.072, 0.188)  0.11
H (6.611, -0.339, -0.346)  0.11
H (4.487, -1.545, -0.681)  0.12
H (3.129, -1.852, 1.607)  0.12
H (1.643, -2.786, 1.935)  0.10
H (2.076, -1.064, 3.707)  0.08

Computed properties:
- molar mass (g mol⁻¹) = 386.908
- orbital gap (eV) = 8.64
- HOMO (eV) = -8.190
- strongest force on any atom (eV/Å) = 1.35
- SMILES = CCn1c(-c2ccccc2Cl)nn(CC(=O)Nc2ccccc2C)c1=S
- ΔE to the lowest compared entry with this formula, charge and spin (kcal per mole) = 0.0



(2)
Molecular formula: C32H31BF4O2S
Method: DFT, wB97M-V/def2-TZVPD

Each line ends with the Löwdin charge.
Geometry (Å):
F (1.497, -4.655, -1.293)  0.05
C (2.024, -3.440, -1.672)  -0.20
C (2.616, -3.336, -2.932)  0.11
C (3.220, -2.116, -3.249)  -0.21
F (3.843, -1.987, -4.469)  0.06
C (3.194, -1.023, -2.391)  0.09
C (2.339, -1.092, -1.260)  -0.18
C (1.791, 0.098, -0.688)  0.05
C (0.586, 0.133, 0.045)  -0.05
C (0.001, 1.322, 0.492)  0.03
C (-1.009, 1.434, 1.497)  -0.19
C (-1.517, 2.711, 1.866)  0.07
C (-2.465, 2.800, 2.868)  -0.21
F (-2.987, 4.034, 3.189)  0.06
C (-2.957, 1.686, 3.555)  0.11
C (-2.429, 0.451, 3.190)  -0.21
F (-2.914, -0.677, 3.818)  0.05
C (-1.471, 0.288, 2.198)  0.08
C (1.933, -2.365, -0.791)  0.07
H (2.599, -4.158, -3.640)  0.14
H (3.699, -0.084, -2.638)  0.15
H (2.186, 1.044, -1.086)  0.14
H (0.052, -0.801, 0.259)  0.11
H (0.346, 2.264, 0.050)  0.14
H (-1.149, 3.605, 1.361)  0.14
H (-3.705, 1.778, 4.336)  0.14
H (-1.064, -0.694, 1.976)  0.13
H (1.469, -2.462, 0.192)  0.14
C (10.583, 3.317, 3.081)  -0.14
C (9.276, 2.630, 3.025)  -0.60
C (8.639, 1.945, 4.038)  -0.14
C (7.385, 1.374, 3.629)  -0.13
C (7.101, 1.608, 2.305)  -0.39
B (5.711, 1.336, 1.518)  -0.94
C (5.853, -0.148, 0.773)  -0.09
C (6.376, -0.259, -0.512)  -0.06
C (6.601, -1.523, -1.085)  -0.11
C (6.312, -2.677, -0.352)  -0.13
C (5.779, -2.567, 0.935)  -0.10
C (5.548, -1.296, 1.490)  -0.05
O (4.836, 1.451, 2.681)  0.04
C (3.865, 2.392, 2.289)  -0.48
C (2.828, 1.622, 1.525)  -0.04
C (3.240, 3.103, 3.476)  0.00
C (4.666, 3.342, 1.245)  -0.46
C (3.849, 4.001, 0.135)  -0.02
C (5.486, 4.401, 1.964)  -0.02
O (5.526, 2.408, 0.591)  0.02
S (8.357, 2.505, 1.547)  1.07
H (11.019, 3.242, 4.082)  0.07
H (11.268, 2.846, 2.369)  0.07
H (10.485, 4.375, 2.819)  0.07
H (9.040, 1.856, 5.048)  0.10
H (6.753, 0.800, 4.302)  0.10
H (6.616, 0.643, -1.080)  0.11
H (7.010, -1.590, -2.089)  0.09
H (6.519, -3.657, -0.774)  0.09
H (5.550, -3.451, 1.524)  0.09
H (5.138, -1.202, 2.499)  0.11
H (2.017, 2.273, 1.206)  0.06
H (3.296, 1.182, 0.630)  0.08
H (2.410, 0.801, 2.122)  0.12
H (2.447, 3.768, 3.118)  0.08
H (2.778, 2.382, 4.158)  0.09
H (3.973, 3.700, 4.026)  0.09
H (3.057, 4.626, 0.565)  0.08
H (4.524, 4.651, -0.440)  0.09
H (3.419, 3.261, -0.553)  0.07
H (4.816, 5.199, 2.312)  0.09
H (6.026, 3.989, 2.826)  0.09
H (6.208, 4.844, 1.268)  0.09

Computed properties:
- molar mass (g mol⁻¹) = 566.469
- orbital gap (eV) = 2.31
- HOMO (eV) = -6.290
- strongest force on any atom (eV/Å) = 3.46
- ΔE to the lowest compared entry with this formula, charge and spin (kcal per mole) = 0.0



(3)
Molecular formula: C30H67N6O19
Method: DFT, wB97M-V/def2-TZVPD

Each line ends with the Löwdin charge.
Geometry (Å):
C (-1.202, -0.294, -0.205)  -0.07
C (0.267, -0.707, -0.086)  -0.70
C (0.753, -0.445, 1.357)  -0.07
O (0.464, -1.940, -0.579)  -0.26
H (-1.469, -0.286, -1.259)  0.04
H (-1.378, 0.712, 0.217)  0.05
H (-1.845, -0.928, 0.407)  0.06
H (0.876, 0.012, -0.724)  0.09
H (0.858, 0.615, 1.628)  0.05
H (1.787, -0.825, 1.368)  0.05
H (0.246, -1.033, 2.128)  0.06
C (-4.381, -0.402, 6.932)  -0.04
O (-4.182, 0.509, 5.854)  0.00
C (-3.075, 0.304, 5.119)  -0.61
O (-2.326, -0.628, 5.240)  0.13
O (-2.988, 1.270, 4.226)  0.02
C (-1.737, 1.449, 3.598)  -0.04
H (-4.567, 0.171, 7.841)  0.09
H (-3.443, -0.928, 7.113)  0.09
H (-5.190, -1.098, 6.731)  0.09
H (-1.824, 1.993, 2.660)  0.08
H (-1.336, 0.482, 3.285)  0.08
H (-0.982, 1.972, 4.184)  0.09
C (4.270, 1.253, 2.454)  0.00
O (5.672, 1.571, 2.585)  0.02
C (6.489, 0.553, 2.828)  -0.61
O (6.165, -0.543, 3.220)  0.09
O (7.727, 0.931, 2.578)  0.01
C (8.726, -0.087, 2.495)  -0.03
H (3.715, 1.742, 3.253)  0.09
H (4.124, 0.181, 2.510)  0.06
H (3.936, 1.679, 1.512)  0.09
H (9.042, -0.380, 3.490)  0.10
H (9.539, 0.220, 1.845)  0.09
H (8.265, -0.925, 1.961)  0.10
C (-4.074, 4.113, -0.935)  -0.05
O (-3.692, 3.272, 0.137)  0.01
C (-4.070, 2.001, 0.060)  -0.61
O (-4.640, 1.483, -0.871)  0.11
O (-3.749, 1.399, 1.199)  -0.02
C (-4.219, 0.062, 1.351)  -0.02
H (-4.259, 5.101, -0.521)  0.10
H (-4.994, 3.774, -1.415)  0.09
H (-3.323, 4.158, -1.724)  0.09
H (-4.004, -0.446, 0.416)  0.07
H (-5.256, 0.005, 1.681)  0.11
H (-3.612, -0.378, 2.142)  0.09
C (-0.451, -1.608, -3.749)  0.00
O (-1.751, -1.797, -4.369)  -0.01
C (-2.277, -0.783, -5.038)  -0.62
O (-1.677, 0.195, -5.412)  0.10
O (-3.562, -1.058, -5.275)  0.00
C (-4.195, -0.169, -6.188)  -0.05
H (0.228, -1.093, -4.427)  0.09
H (-0.050, -2.621, -3.737)  0.10
H (-0.554, -1.272, -2.724)  0.06
H (-3.693, -0.238, -7.155)  0.10
H (-4.159, 0.870, -5.861)  0.09
H (-5.234, -0.468, -6.282)  0.09
C (3.991, -3.178, -5.802)  -0.01
C (3.338, -2.646, -4.535)  -0.56
O (2.833, -3.380, -3.715)  0.06
N (3.431, -1.289, -4.358)  0.00
C (2.943, -0.610, -3.173)  -0.07
H (3.276, -3.715, -6.424)  0.08
H (4.762, -3.887, -5.513)  0.08
H (4.374, -2.349, -6.400)  0.06
H (3.753, -0.748, -5.139)  0.12
H (3.739, -0.035, -2.692)  0.07
H (2.587, -1.307, -2.412)  0.09
H (2.119, 0.042, -3.457)  0.06
C (2.989, 3.220, -2.135)  0.00
C (1.807, 3.162, -3.084)  -0.57
O (1.706, 3.942, -4.021)  0.03
N (0.863, 2.258, -2.768)  0.01
C (-0.415, 2.170, -3.465)  -0.05
H (3.599, 4.110, -2.268)  0.08
H (3.605, 2.327, -2.244)  0.06
H (2.635, 3.304, -1.104)  0.05
H (1.069, 1.496, -2.140)  0.09
H (-0.833, 1.182, -3.307)  0.06
H (-0.298, 2.290, -4.537)  0.08
H (-1.094, 2.910, -3.038)  0.08
C (-0.232, 3.771, 0.154)  0.01
C (-0.230, 4.258, 1.572)  -0.55
O (-1.267, 4.584, 2.132)  0.04
N (0.949, 4.253, 2.238)  0.01
C (1.043, 4.428, 3.679)  -0.07
H (0.746, 3.707, -0.327)  0.05
H (-0.820, 4.426, -0.491)  0.09
H (-0.709, 2.791, 0.107)  0.07
H (1.797, 3.979, 1.775)  0.12
H (0.939, 3.456, 4.159)  0.07
H (0.409, 5.195, 4.109)  0.08
H (2.050, 4.811, 3.872)  0.08
O (-2.531, -4.613, 3.713)  -0.01
C (-2.085, -4.295, 2.614)  -0.59
N (-2.898, -4.209, 1.538)  0.16
C (-0.589, -4.114, 2.378)  0.01
H (-3.893, -4.145, 1.664)  0.10
H (-2.550, -3.887, 0.649)  0.08
H (-0.192, -3.337, 3.020)  0.06
H (-0.459, -3.924, 1.313)  0.07
H (-0.161, -5.069, 2.678)  0.09
O (2.900, -4.020, 1.751)  0.03
C (3.438, -3.099, 2.350)  -0.61
N (4.600, -2.590, 1.872)  0.16
C (2.997, -2.594, 3.698)  0.00
H (5.144, -1.947, 2.429)  0.04
H (4.873, -2.950, 0.974)  0.11
H (3.228, -3.442, 4.343)  0.09
H (1.917, -2.451, 3.714)  0.07
H (3.458, -1.639, 3.937)  0.06
O (-5.688, -3.392, -1.768)  0.02
C (-5.124, -2.363, -2.095)  -0.58
N (-5.835, -1.301, -2.589)  0.16
C (-3.653, -2.089, -1.892)  -0.01
H (-6.832, -1.400, -2.664)  0.10
H (-5.445, -0.379, -2.474)  0.08
H (-3.148, -2.883, -2.449)  0.10
H (-3.401, -2.346, -0.864)  0.06
H (-3.251, -1.121, -2.162)  0.06

Computed properties:
- molar mass (g mol⁻¹) = 815.889
- orbital gap (eV) = 5.71
- HOMO (eV) = -3.823
- strongest force on any atom (eV/Å) = 2.04
- total charge = -1
- ΔE to the lowest compared entry with this formula, charge and spin (kcal per mole) = 0.0



E_LUMO (Eh)
0.01671, -0.14634, 0.06940